[1]
ORCA calculation (the ωB97M-V functional and the def2-TZVPD basis) on a cluster of 2 separate species, C6H14N2O2 in total in a non-equilibrium geometry.

Cartesian coordinates (Å):
O (0.381, 3.452, 1.994)
O (0.314, -0.668, -0.968)
N (-0.907, -2.483, -0.481)
N (0.468, 2.177, 0.149)
C (1.539, -2.664, -0.508)
C (1.142, 3.245, -0.585)
C (-2.105, -1.980, -1.145)
C (0.269, -1.834, -0.604)
C (-0.519, 1.212, 2.131)
C (0.108, 2.402, 1.433)
H (-2.841, -1.632, -0.460)
H (1.701, -2.942, 0.528)
H (-0.492, 1.246, 3.211)
H (2.196, 3.284, -0.305)
H (1.522, -3.445, -1.229)
H (-0.993, -3.456, -0.262)
H (0.322, 1.376, -0.414)
H (0.816, 3.225, -1.617)
H (-1.531, 1.210, 1.723)
H (-0.007, 0.323, 1.759)
H (-1.884, -1.395, -2.019)
H (-2.685, -2.862, -1.464)
H (0.818, 4.196, -0.166)
H (2.368, -1.985, -0.701)

Output
- Energy relative to the best compared isomer or geometry (same formula, charge and spin): 105.4 kJ/mol
- SMILES string: CNC(C)=O.CNC(C)=O
- Molecular weight: 146.2 g mol⁻¹
- Frontier orbital gap: 9.5 eV
- Charge: 0
- E_LUMO: 0.556 eV

Mulliken analysis output, partial charges in e:
1 O -0.650
2 O -0.692
3 N -0.165
4 N -0.078
5 C -1.281
6 C -1.008
7 C -0.998
8 C 0.748
9 C -0.798
10 C 0.657
11 H 0.315
12 H 0.356
13 H 0.312
14 H 0.281
15 H 0.371
16 H 0.267
17 H 0.328
18 H 0.343
19 H 0.238
20 H 0.124
21 H 0.314
22 H 0.360
23 H 0.343
24 H 0.312


[2]
ORCA calculation (the ωB97M-V functional and the def2-TZVPD basis) on a cluster of 2 separate species, C5H12ClOP in total in a non-equilibrium geometry.

Cartesian coordinates (Å):
Cl (1.051, -0.883, -3.246)
P (0.517, -0.980, -0.471)
O (0.799, -2.349, -0.117)
C (-1.939, -0.448, -1.320)
C (-0.089, -0.350, 2.182)
C (-0.003, 1.609, 0.730)
C (0.628, 0.178, 0.957)
C (1.634, -0.325, -1.727)
H (0.225, 0.214, 3.077)
H (-2.171, 0.187, -2.185)
H (-1.133, 0.008, 1.977)
H (2.662, -0.671, -1.649)
H (0.088, 1.864, -0.321)
H (-1.183, 1.684, 0.978)
H (-2.607, -0.277, -0.468)
H (1.338, 0.760, -1.620)
H (0.464, 2.381, 1.443)
H (0.025, -1.401, 2.267)
H (-2.041, -1.463, -1.685)
H (1.736, 0.262, 1.200)

Output
- Energy relative to the best compared isomer or geometry (same formula, charge and spin): 0.0 kJ/mol
- Spin multiplicity: 3
- Molecular weight: 154.6 g mol⁻¹
- Frontier orbital gap (spin up / spin down): 7.4 / 7.8 eV
- Expectation value of S²: 2.0065
- Charge: 0
- E_LUMO (spin up / spin down): 0.871 / -2.206 eV

Mulliken analysis output, partial charges in e:
1 Cl -0.171
2 P 0.382
3 O -0.624
4 C -1.173
5 C -1.385
6 C -1.161
7 C 0.396
8 C -0.280
9 H 0.341
10 H 0.384
11 H 0.287
12 H 0.380
13 H 0.306
14 H 0.279
15 H 0.371
16 H 0.156
17 H 0.346
18 H 0.407
19 H 0.419
20 H 0.340


[3]
ORCA calculation (the ωB97M-V functional and the def2-TZVPD basis) on the ion C3H11N4 with charge +1 in a non-equilibrium geometry.

Cartesian coordinates (Å):
N (-0.385, -1.390, 0.103)
N (-0.770, 0.068, 2.128)
N (-0.761, -0.090, -2.150)
N (1.540, 1.372, -0.003)
C (0.201, -0.325, 1.132)
C (0.297, 0.705, -0.011)
C (0.066, -0.382, -1.091)
H (-0.350, 0.184, 3.079)
H (-0.492, -0.574, -3.049)
H (0.978, -0.867, -1.369)
H (2.266, 0.905, -0.580)
H (-0.621, 1.310, 0.187)
H (1.499, 2.274, -0.237)
H (-1.438, -1.473, 0.318)
H (-1.735, 0.371, -2.155)
H (-1.287, 0.962, 1.931)
H (-0.091, -2.388, 0.339)
H (1.083, -0.663, 1.430)

Output
- Energy relative to the best compared isomer or geometry (same formula, charge and spin): 215.7 kJ/mol
- SMILES string: N[C@H]1[C@H](N)[NH2+][C@@H]1N
- Molecular weight: 103.1 g mol⁻¹
- Frontier orbital gap: 10.4 eV
- Charge: +1
- E_LUMO: -2.928 eV

Mulliken analysis output, partial charges in e:
1 N -0.327
2 N -0.629
3 N -0.462
4 N -0.587
5 C -0.361
6 C 0.217
7 C -0.363
8 H 0.298
9 H 0.252
10 H 0.457
11 H 0.240
12 H 0.327
13 H 0.230
14 H 0.345
15 H 0.241
16 H 0.266
17 H 0.357
18 H 0.498


[4]
ORCA calculation (the ωB97M-V functional and the def2-TZVPD basis) on a structure of composition C39H76F3MgNO25 in a non-equilibrium geometry.

Cartesian coordinates (Å):
Mg (-2.652, 2.494, -0.451)
F (-1.110, -2.327, 1.072)
F (-3.163, -1.700, 1.408)
F (-2.331, -1.632, -0.574)
O (0.091, 0.706, 4.810)
O (-0.200, -1.332, 4.193)
O (3.434, 3.936, -5.401)
O (3.079, -2.995, 1.222)
O (-2.457, 1.033, 0.892)
O (-0.521, 0.413, 0.102)
O (5.778, -1.241, -1.652)
O (-4.688, 0.940, 5.315)
O (-2.317, 3.898, 0.990)
O (-0.636, 4.576, -2.832)
O (3.936, -1.309, -2.967)
O (1.798, -0.352, 3.799)
O (-0.842, 2.981, -1.332)
O (-4.554, 0.329, -3.557)
O (5.530, 0.025, -3.474)
O (-2.553, 4.009, -1.937)
O (2.888, 3.795, 0.281)
O (-2.440, 0.374, -3.868)
O (5.573, 3.944, -4.646)
O (-3.692, -5.397, -3.419)
O (3.883, 3.528, -3.299)
O (-3.495, 5.724, 1.493)
O (-2.466, 4.638, 3.071)
O (-3.267, 1.299, -2.018)
O (1.567, -4.764, -1.960)
N (-1.289, 3.879, -2.085)
C (-5.648, -0.066, 5.629)
C (5.014, -1.716, 0.796)
C (0.656, -0.311, 4.174)
C (-2.742, 4.703, 1.784)
C (3.904, -3.726, 0.319)
C (0.373, -5.418, -0.050)
C (3.857, 3.988, -6.753)
C (-5.730, 0.560, -2.801)
C (2.057, 4.922, 0.238)
C (-3.913, 6.668, 2.487)
C (0.028, -6.379, -1.177)
C (5.132, -0.899, -2.604)
C (5.274, -3.206, 0.690)
C (1.642, 5.326, 1.669)
C (3.719, -1.789, 1.643)
C (-5.698, -4.419, -2.721)
C (-1.565, 0.033, 1.011)
C (-5.087, -5.447, -3.675)
C (4.392, 3.824, -4.498)
C (-4.779, -1.241, 5.886)
C (0.335, -2.609, 3.842)
C (-1.867, 3.506, 3.678)
C (2.527, 3.162, -3.102)
C (-4.624, -3.361, -2.777)
C (-1.108, 0.756, -3.532)
C (6.732, 0.708, -3.201)
C (0.906, 1.761, 5.256)
C (-3.585, 0.398, 4.565)
C (3.222, 3.504, 1.634)
C (-3.397, 0.697, -3.058)
C (-2.025, -1.402, 0.727)
C (-3.314, -4.162, -2.794)
C (2.044, 4.066, 2.448)
C (-3.703, -1.137, 4.846)
C (0.940, -5.977, -2.366)
C (0.894, -4.209, -0.841)
C (0.727, -0.276, 0.223)
C (1.750, 0.562, -0.549)
C (3.310, -2.310, -2.161)
H (4.850, -1.281, -0.189)
H (-5.556, 0.315, -1.752)
H (0.574, -1.220, -0.309)
H (-1.862, 2.570, 3.111)
H (-1.005, -6.166, -1.471)
H (0.046, -7.428, -0.887)
H (-4.494, 6.166, 3.258)
H (0.232, 2.403, 5.826)
H (3.315, -1.973, -1.122)
H (2.287, -2.305, -2.527)
H (3.091, 3.582, -7.418)
H (1.468, 0.532, -1.603)
H (6.696, 1.192, -2.222)
H (2.300, 4.197, 3.501)
H (-0.494, 0.150, -4.192)
H (-4.346, -1.101, 6.886)
H (2.300, 2.814, -2.099)
H (5.848, -1.208, 1.280)
H (0.758, -2.610, 2.838)
H (-6.515, -0.073, -3.202)
H (-0.512, -3.287, 3.882)
H (3.855, -4.815, 0.375)
H (-6.315, 0.195, 6.451)
H (-6.034, 1.607, -2.842)
H (4.166, 3.983, 1.917)
H (-1.194, 0.039, 2.049)
H (6.954, 1.427, -3.982)
H (-5.311, -5.135, -4.704)
H (5.946, -3.380, -0.160)
H (2.113, 6.269, 1.943)
H (-3.030, 7.136, 2.916)
H (2.612, 5.784, -0.152)
H (1.265, 3.299, 2.422)
H (1.778, 1.464, 5.836)
H (-3.992, -1.620, 3.910)
H (1.147, -5.891, 0.557)
H (5.629, -3.651, 1.617)
H (-6.680, -4.087, -3.056)
H (4.749, 3.395, -6.936)
H (-0.811, 3.712, 3.853)
H (-2.570, 0.665, 4.863)
H (-0.833, 0.595, -2.488)
H (3.784, -3.283, -2.251)
H (0.302, -5.757, -3.225)
H (-4.681, -2.646, -1.948)
H (-0.506, -5.225, 0.562)
H (-4.735, -2.669, -3.616)
H (1.652, 1.613, -0.273)
H (1.612, -6.793, -2.627)
H (0.040, -3.596, -1.160)
H (-2.791, -1.617, 5.199)
H (-2.587, -3.677, -3.448)
H (3.344, 2.424, 1.723)
H (1.529, -3.547, -0.253)
H (-2.888, -4.338, -1.806)
H (-5.258, -2.215, 6.019)
H (1.131, -2.930, 4.514)
H (-4.518, 7.411, 1.978)
H (-0.957, 1.826, -3.687)
H (0.573, 5.549, 1.691)
H (3.698, -3.506, -0.737)
H (3.959, 5.010, -7.120)
H (-3.757, 0.642, 3.516)
H (2.764, 0.216, -0.355)
H (3.881, -1.786, 2.723)
H (1.261, 2.425, 4.462)
H (-5.777, -4.855, -1.723)
H (1.212, 4.696, -0.416)
H (-5.470, -6.466, -3.612)
H (-2.402, 3.266, 4.594)
H (-6.321, -0.177, 4.765)
H (2.242, 2.464, -3.891)
H (1.126, -0.430, 1.229)
H (3.114, -0.891, 1.489)
H (1.911, 4.060, -3.213)
H (7.553, -0.015, -3.139)

Output
- Energy relative to the best compared isomer or geometry (same formula, charge and spin): 0.0 kJ/mol
- Molecular weight: 1040.3 g mol⁻¹
- Frontier orbital gap: 9.1 eV
- Charge: 0
- E_LUMO: 0.021 eV

Results of the Mulliken charge analysis, in e, for atoms 1 through 99:
1 Mg 1.921
2 F -0.083
3 F -0.259
4 F -0.229
5 O -0.131
6 O -0.150
7 O -0.325
8 O -0.588
9 O -1.519
10 O 0.642
11 O -0.539
12 O -0.497
13 O -0.054
14 O -0.629
15 O -0.329
16 O -0.604
17 O -0.147
18 O -0.398
19 O -0.369
20 O -0.707
21 O -0.320
22 O -0.378
23 O -0.594
24 O -0.464
25 O -0.241
26 O -0.330
27 O -0.484
28 O -0.261
29 O -0.346
30 N 0.955
31 C -0.541
32 C -0.065
33 C 0.889
34 C 0.352
35 C 1.177
36 C -0.488
37 C -0.777
38 C -0.747
39 C 0.068
40 C -0.681
41 C -0.476
42 C 0.656
43 C -0.809
44 C -0.522
45 C 0.901
46 C -0.654
47 C 1.304
48 C -0.546
49 C 0.602
50 C -0.624
51 C -0.599
52 C -0.158
53 C -0.011
54 C 0.001
55 C -0.318
56 C -0.717
57 C -0.714
58 C 0.757
59 C -0.492
60 C 0.613
61 C 0.204
62 C -0.030
63 C 0.510
64 C -0.052
65 C -0.579
66 C 1.960
67 C 1.083
68 C -0.997
69 C -0.021
70 H -0.300
71 H 0.286
72 H -0.311
73 H -0.144
74 H -0.030
75 H 0.440
76 H 0.292
77 H 0.294
78 H -0.667
79 H 0.181
80 H 0.279
81 H 0.349
82 H 0.289
83 H 0.575
84 H 0.370
85 H 0.246
86 H -0.307
87 H 0.530
88 H 0.004
89 H 0.262
90 H 0.264
91 H 0.390
92 H 0.365
93 H 0.346
94 H 0.376
95 H -0.903
96 H 0.222
97 H 0.263
98 H 0.445
99 H 0.343


Total energy values, unit eV, following the record order: -13524.5324, -29233.5686, -9242.0072, -107946.7940.